(1)
{
  "formula": "C3H6N4O",
  "method": "ωB97M-V/def2-TZVPD",
  "homo_lumo_gap_ev": 9.481,
  "total_energy_ha": -412.0704,
  "relative_energy_kcal_mol": 86.93,
  "smiles": "[H]/N=c1/ncn(O)n1C",
  "mol_weight_g_mol": 114.11,
  "species": ["C", "C", "C", "H", "H", "H", "H", "H", "H", "N", "N", "N", "N", "O"],
  "positions_angstrom": [[1.297, -0.490, 1.443], [-0.272, 0.403, -1.531], [-0.876, -0.806, 0.165], [1.880, -1.282, 1.011], [0.776, -0.908, 2.330], [1.928, 0.363, 1.898], [-0.112, 2.281, 0.104], [-0.232, 0.980, -2.491], [-0.873, -1.856, 1.754], [0.247, -0.005, 0.564], [0.723, 0.682, -0.565], [-1.107, -0.481, -1.183], [-1.356, -1.738, 0.836], [0.774, 2.071, -0.329]]
}

(2)
{
  "formula": "C16H48AlB4O8S4",
  "method": "ωB97M-V/def2-TZVPD",
  "homo_lumo_gap_ev": 1.850,
  "total_energy_ha": -3174.0079,
  "relative_energy_kcal_mol": 242.82,
  "charge": -1,
  "mol_weight_g_mol": 567.05,
  "species": ["Al", "B", "H", "H", "H", "H", "B", "H", "H", "H", "H", "B", "H", "H", "H", "H", "B", "H", "H", "H", "H", "C", "C", "C", "S", "O", "O", "C", "H", "H", "H", "H", "H", "H", "H", "H", "C", "C", "C", "S", "O", "O", "C", "H", "H", "H", "H", "H", "H", "H", "H", "C", "C", "C", "S", "O", "O", "C", "H", "H", "H", "H", "H", "H", "H", "H", "C", "C", "C", "S", "O", "O", "C", "H", "H", "H", "H", "H", "H", "H", "H"],
  "positions_angstrom": [[0.715, -1.004, 0.888], [1.695, 3.160, -0.279], [1.003, 2.719, -0.980], [1.148, 3.239, 0.647], [2.639, 2.657, -0.135], [1.948, 4.161, -0.593], [-0.709, -5.078, -0.520], [-0.899, -6.109, -0.775], [-1.640, -4.623, -0.821], [-0.416, -4.964, 0.512], [0.122, -4.678, -1.081], [2.078, -3.237, 4.778], [2.060, -3.777, 3.844], [2.252, -3.879, 5.628], [2.830, -2.477, 4.633], [1.146, -2.703, 4.875], [4.730, -3.095, 0.819], [4.478, -2.073, 1.056], [3.892, -3.771, 0.900], [5.055, -3.092, -0.210], [5.624, -3.409, 1.334], [-3.779, 6.663, -0.105], [-4.247, 6.622, 1.409], [-3.583, 5.374, 1.992], [-3.985, 4.066, 0.815], [-5.382, 3.894, 1.112], [-3.061, 2.944, 0.879], [-3.754, 5.152, -0.691], [-2.806, 7.093, -0.346], [-4.502, 7.196, -0.722], [-5.306, 6.417, 1.567], [-4.064, 7.522, 1.995], [-3.794, 4.909, 2.955], [-2.503, 5.519, 1.985], [-4.549, 4.860, -1.377], [-2.760, 4.842, -1.013], [6.419, 2.353, -4.675], [7.410, 1.430, -3.963], [6.724, 0.525, -3.024], [5.095, -0.007, -3.994], [3.932, -0.177, -3.087], [5.520, -1.058, -4.945], [5.079, 1.648, -4.924], [6.762, 2.983, -5.496], [6.196, 3.091, -3.904], [8.240, 1.969, -3.505], [7.930, 0.793, -4.679], [6.345, 1.010, -2.124], [7.319, -0.376, -2.874], [4.252, 2.190, -4.465], [4.794, 1.418, -5.951], [-2.712, -2.920, 7.793], [-1.545, -2.296, 8.583], [-1.489, -0.835, 8.166], [-2.508, -0.429, 6.749], [-1.680, -0.480, 5.534], [-3.418, 0.707, 7.113], [-3.409, -1.979, 6.787], [-3.554, -3.052, 8.473], [-2.523, -3.911, 7.382], [-0.672, -2.920, 8.397], [-1.708, -2.553, 9.630], [-0.544, -0.293, 8.203], [-2.141, -0.277, 8.838], [-3.507, -2.387, 5.781], [-4.369, -1.632, 7.169], [-3.060, -3.517, -5.852], [-3.486, -2.317, -6.767], [-3.186, -0.991, -6.008], [-1.521, -1.301, -5.184], [-1.635, -1.206, -3.751], [-0.469, -0.690, -5.986], [-1.596, -3.129, -5.584], [-3.409, -4.427, -6.339], [-3.493, -3.689, -4.867], [-4.490, -2.256, -7.187], [-2.866, -2.350, -7.664], [-3.818, -0.727, -5.161], [-2.893, -0.046, -6.466], [-1.117, -3.657, -4.759], [-0.875, -3.270, -6.390]]
}

(3)
{
  "formula": "C6H11N",
  "method": "ωB97M-V/def2-TZVPD",
  "homo_lumo_gap_ev": 11.771,
  "total_energy_ha": -289.9630,
  "relative_energy_kcal_mol": 5.48,
  "smiles": "CCC[C@@H](C)C#N",
  "mol_weight_g_mol": 97.16,
  "species": ["C", "C", "C", "C", "C", "C", "N", "H", "H", "H", "H", "H", "H", "H", "H", "H", "H", "H"],
  "positions_angstrom": [[0.587, 2.095, 0.583], [-0.407, 1.066, 1.139], [-0.891, 0.012, 0.131], [0.101, -1.140, -0.135], [-0.357, -2.054, -1.277], [1.443, -0.616, -0.431], [2.463, -0.116, -0.646], [1.510, 1.664, 0.187], [0.116, 2.671, -0.221], [0.884, 2.792, 1.368], [0.022, 0.550, 2.009], [-1.289, 1.598, 1.523], [-1.815, -0.458, 0.494], [-1.145, 0.496, -0.822], [0.199, -1.729, 0.788], [-1.333, -2.486, -1.038], [-0.447, -1.482, -2.207], [0.358, -2.865, -1.444]]
}

(4)
{
  "formula": "C3H8O2",
  "method": "ωB97M-V/def2-TZVPD",
  "homo_lumo_gap_ev": 10.799,
  "total_energy_ha": -269.5690,
  "relative_energy_kcal_mol": 16.24,
  "smiles": "C[C@@H](O)CO",
  "mol_weight_g_mol": 76.09,
  "species": ["C", "C", "O", "C", "O", "H", "H", "H", "H", "H", "H", "H", "H"],
  "positions_angstrom": [[0.024, 0.605, 1.575], [0.443, 0.042, 0.227], [0.818, -1.312, 0.358], [-0.577, 0.113, -0.907], [0.102, -0.491, -2.007], [-0.828, 0.076, 2.015], [-0.225, 1.669, 1.490], [0.866, 0.519, 2.272], [1.300, 0.637, -0.129], [0.906, -1.588, -0.567], [-1.499, -0.437, -0.665], [-0.835, 1.160, -1.125], [-0.510, -0.986, -2.562]]
}